# 1
Molecular formula: C5H26N2O6P
Method: DFT, ωB97M-V/def2-TZVPD

## Properties
LUMO = -0.1356 Ha
Total charge = +1
Highest occupied orbital energy = -12.31 eV
Multiplicity = 1

Last columns: bonded neighbours and bond lengths (Å).
Atoms and positions in Å:
1 N -1.5073 2.5182 -2.4929  P2 1.606, H9 1.017
2 P -0.2071 1.5800 -2.5857  N1 1.606, C3 1.887, H10 1.414, H11 1.423
3 C 0.1509 0.8507 -0.8821  P2 1.887, C4 1.557, N8 1.489, H12 1.099
4 C -0.1068 -0.6819 -0.9832  C3 1.557, C5 1.583, H13 1.101, H14 1.103
5 C 0.2660 -1.3747 0.3909  C4 1.583, C6 1.576, H15 1.095, H16 1.106
6 C 0.5800 -0.3316 1.5291  C5 1.576, C7 1.562, H17 1.111, H18 1.106
7 C 1.7552 0.5536 1.0048  C6 1.562, N8 1.509, H19 1.103, H20 1.104
8 N 1.5610 0.9939 -0.4255  C3 1.489, C7 1.509, H21 1.023, H22 1.020
9 H -2.2234 2.1552 -3.1165  N1 1.017
10 H -0.4675 0.5858 -3.5571  P2 1.414
11 H 0.8798 2.3643 -3.0642  P2 1.423
12 H -0.5528 1.3517 -0.2023  C3 1.099
13 H -1.1659 -0.8165 -1.2503  C4 1.101
14 H 0.4903 -1.1530 -1.7827  C4 1.103
15 H -0.5628 -2.0359 0.6662  C5 1.095
16 H 1.2135 -1.9260 0.2462  C5 1.106
17 H -0.2776 0.3507 1.7141  C6 1.111
18 H 0.8229 -0.9059 2.4420  C6 1.106
19 H 2.7237 0.0409 1.1269  C7 1.103
20 H 1.8446 1.4662 1.6194  C7 1.104
21 H 2.1274 0.3543 -0.9886  N8 1.023
22 H 1.9405 1.9268 -0.5885  N8 1.020
23 O 2.6655 -2.1662 3.3952  H24 0.963, H25 0.960
24 H 2.8148 -1.3749 3.9242  O23 0.963
25 H 2.9051 -1.9046 2.5029  O23 0.960
26 O 1.3324 -0.0114 -4.9844  H27 0.963, H28 0.963
27 H 0.6375 -0.4208 -5.5110  O26 0.963
28 H 1.7941 0.5541 -5.6125  O26 0.963
29 O -4.5819 1.7212 -2.5441  H30 0.962, H31 0.961
30 H -3.8139 1.5616 -1.9865  O29 0.962
31 H -5.0989 2.3644 -2.0508  O29 0.961
32 O 1.0559 -4.2061 4.5964  H33 0.961, H34 0.967
33 H 0.3560 -4.6078 4.0749  O32 0.961
34 H 1.5239 -3.6308 3.9760  O32 0.967
35 O -1.0828 2.3042 2.4396  H36 0.965, H37 0.961
36 H -1.5740 2.7882 1.7647  O35 0.965
37 H -0.1820 2.6272 2.3466  O35 0.961
38 O -2.7358 -1.5050 1.7862  H39 0.963, H40 0.962
39 H -2.3218 -0.7239 2.1675  O38 0.963
40 H -2.9787 -1.2360 0.8952  O38 0.962

These are the Mulliken partial charges, in e, on atoms 1 to 8: -0.82, 0.47, -0.08, -0.98, -0.65, -0.09, -0.86, 0.07

# 2
Molecular formula: C5H26N2O7
Method: DFT, ωB97M-V/def2-TZVPD

## Properties
LUMO = -0.0052 Ha
SMILES string = C[C@H](O)CNCCN.O.O.O.O.O.O
Highest occupied orbital energy = -8.68 eV
Multiplicity = 1
ΔE to the lowest compared entry with this formula, charge and spin = 553.6 kJ/mol

Last columns: bonded neighbours and bond lengths (Å).
Atoms and positions in Å:
1 C 1.7224 1.4589 0.2033  N2 1.569, C7 1.585, H9 0.955, H10 1.107
2 N 0.2322 1.6598 0.6529  C1 1.569, C3 1.507, H11 0.948
3 C -0.6426 2.2739 -0.4099  N2 1.507, C4 1.571, H12 1.073, H13 1.099
4 C -1.0765 1.5326 -1.7258  C3 1.571, C5 1.494, O6 1.408, H14 1.167
5 C -1.7361 0.2438 -1.3580  C4 1.494, H15 1.241, H16 1.148, H17 1.068
6 O 0.0415 1.1185 -2.4747  C4 1.408, H18 0.962
7 C 2.6275 1.5222 1.5024  C1 1.585, N8 1.601, H19 1.124, H20 1.158
8 N 2.1645 0.3340 2.4706  C7 1.601, H21 0.921, H22 0.943
9 H 1.7356 0.6175 -0.2477  C1 0.955
10 H 2.0635 2.3610 -0.3408  C1 1.107
11 H -0.1184 0.8246 0.9340  N2 0.948
12 H -1.5651 2.4974 0.0896  C3 1.073
13 H -0.1531 3.1636 -0.8304  C3 1.099
14 H -1.7757 2.1006 -2.4680  C4 1.167
15 H -1.0452 -0.4887 -0.6318  C5 1.241
16 H -1.9734 -0.4591 -2.2341  C5 1.148
17 H -2.6756 0.2366 -0.8498  C5 1.068
18 H -0.1217 0.6141 -3.2776  O6 0.962
19 H 2.6955 2.4805 2.0860  C7 1.124
20 H 3.7094 1.1540 1.3160  C7 1.158
21 H 1.7068 0.5612 3.2374  N8 0.921
22 H 1.7861 -0.3694 1.9700  N8 0.943
23 H -2.4205 -3.4335 1.7263  O25 0.950
24 H -1.6472 -3.2498 0.3120  O25 1.076
25 O -2.3034 -2.7948 1.0331  H23 0.950, H24 1.076
26 H -4.6657 -0.1769 0.0896  O28 0.846
27 H -3.8168 -0.9454 0.9784  O28 0.925
28 O -4.2705 -0.1523 0.8376  H26 0.846, H27 0.925
29 H 3.8878 -1.3293 -0.9915  O31 0.930
30 H 3.6004 -0.1569 -1.8502  O31 0.984
31 O 3.4722 -1.1317 -1.7994  H29 0.930, H30 0.984
32 H 1.4830 -1.1746 -3.6902  O34 0.982
33 H 0.6504 -1.2974 -2.3367  O34 0.930
34 O 0.7196 -1.5753 -3.2210  H32 0.982, H33 0.930
35 H -1.6071 -0.0671 4.2163  O37 0.971
36 H -1.4184 0.3908 2.8011  O37 0.913
37 O -1.2467 0.6439 3.6617  H35 0.971, H36 0.913
38 H 1.3098 -2.5760 -0.0487  O40 1.017
39 H 0.3544 -3.7188 0.5304  O40 1.099
40 O 0.3172 -2.6925 0.1378  H38 1.017, H39 1.099

These are the Mulliken partial charges, in e, on atoms 1 to 8: -0.55, -0.13, -1.24, 0.59, -0.63, -0.57, -0.59, -0.59

# 3
Molecular formula: C5H26N2O8
Method: DFT, ωB97M-V/def2-TZVPD

## Properties
LUMO = 0.0141 Ha
SMILES string = CCCCNC(N)=O.O.O.O.O.O.O.O
Highest occupied orbital energy = -9.43 eV
Multiplicity = 1
ΔE to the lowest compared entry with this formula, charge and spin = 339.1 kJ/mol

Last columns: bonded neighbours and bond lengths (Å).
Atoms and positions in Å:
1 C 1.8694 1.1007 0.0736  N2 1.452, C6 1.567, H9 1.126, H10 1.206
2 N 0.9835 0.2618 0.8599  C1 1.452, C3 1.411, H11 1.148
3 C -0.0437 0.8559 1.6224  N2 1.411, N4 1.382, O5 1.241
4 N -0.1115 2.2214 1.8277  C3 1.382, H12 1.028, H13 1.023
5 O -0.8634 0.0039 2.0012  C3 1.241
6 C 2.4295 0.3476 -1.1806  C1 1.567, C7 1.539, H14 1.138, H15 1.060
7 C 1.5599 -0.5417 -2.0872  C6 1.539, C8 1.568, H16 1.110, H17 1.061
8 C 0.2029 0.1682 -2.4233  C7 1.568, H18 1.046, H19 1.173, H20 1.048
9 H 1.1669 1.8932 -0.3079  C1 1.126
10 H 2.9063 1.4763 0.5621  C1 1.206
11 H 1.2667 -0.8453 0.9730  N2 1.148
12 H 0.4818 2.8712 1.2964  N4 1.028
13 H -0.8007 2.5534 2.5062  N4 1.023
14 H 2.7165 1.2277 -1.8431  C6 1.138
15 H 3.2332 -0.2901 -0.9126  C6 1.060
16 H 2.0374 -0.8400 -3.0443  C7 1.110
17 H 1.5233 -1.4272 -1.5032  C7 1.061
18 H -0.3388 -0.4645 -3.0559  C8 1.046
19 H -0.4076 0.3617 -1.4403  C8 1.173
20 H 0.1821 1.0800 -2.9387  C8 1.048
21 H 2.2776 -2.5400 2.3447  O23 0.995
22 H 2.6630 -1.0480 2.6403  O23 1.000
23 O 3.0663 -1.9407 2.4384  H21 0.995, H22 1.000
24 H -1.6947 2.8108 -1.8821  O26 0.903
25 H -1.1531 2.9959 -0.5059  O26 0.992
26 O -0.9389 2.6551 -1.4123  H24 0.903, H25 0.992
27 H -1.4211 -1.9790 -1.3986  O29 0.980
28 H -1.4312 -1.3971 -0.0296  O29 0.963
29 O -2.0371 -1.8046 -0.6570  H27 0.980, H28 0.963
30 H -3.2934 0.8601 -1.3734  O32 0.927
31 H -3.1006 -0.3675 -0.4843  O32 0.873
32 O -3.5460 0.3698 -0.6277  H30 0.927, H31 0.873
33 H 0.0543 -2.4952 3.3023  O35 1.019
34 H -0.4146 -1.5736 2.2261  O35 1.126
35 O 0.3126 -2.4288 2.3191  H33 1.019, H34 1.126
36 H -3.4433 3.0224 1.2406  O38 0.913
37 H -3.1482 1.5007 0.4386  O38 1.012
38 O -2.9043 2.3737 0.8897  H36 0.913, H37 1.012
39 H 0.7661 -3.9895 0.0571  O41 1.014
40 H -0.7531 -3.7152 -0.1205  O41 1.017
41 O 0.1461 -3.3234 -0.3909  H39 1.014, H40 1.017

These are the Mulliken partial charges, in e, on atoms 1 to 8: -0.59, 0.42, 0.33, -0.25, -0.77, -0.97, -0.20, -1.01

# 4
Molecular formula: C5H26NO8
Method: DFT, ωB97M-V/def2-TZVPD

## Properties
LUMO = -0.1061 Ha
Total charge = +1
Highest occupied orbital energy = -13.22 eV
Multiplicity = 1
ΔE to the lowest compared entry with this formula, charge and spin = 220.4 kJ/mol

Last columns: bonded neighbours and bond lengths (Å).
Atoms and positions in Å:
1 O 2.2202 -1.1743 3.0245  C2 1.208
2 C 1.0231 -1.3090 2.9323  O1 1.208, C3 1.496, H8 1.105
3 C 0.2578 -0.2602 2.1887  C2 1.496, C4 1.557, N7 1.574, H9 1.093
4 C -1.2922 -0.2570 2.3334  C3 1.557, C5 1.553, C6 1.503, H10 1.098
5 C -1.8140 1.1944 2.1474  C4 1.553, H11 1.087, H12 1.092, H13 1.105
6 C -2.0509 -1.2703 1.5223  C4 1.503, H14 1.109, H15 1.092, H16 1.099
7 N 0.6478 -0.5783 0.6979  C3 1.574, H17 1.022, H18 1.022, H19 1.018
8 H 0.5946 -2.3077 3.1345  C2 1.105
9 H 0.5065 0.7910 2.3521  C3 1.093
10 H -1.5562 -0.4405 3.3835  C4 1.098
11 H -2.1297 1.4478 1.1381  C5 1.087
12 H -1.1443 1.9690 2.5255  C5 1.092
13 H -2.7430 1.2598 2.7413  C5 1.105
14 H -3.1343 -1.3805 1.7338  C6 1.109
15 H -1.6603 -2.2895 1.5520  C6 1.092
16 H -2.1456 -1.0568 0.4488  C6 1.099
17 H 1.6286 -0.8659 0.7057  N7 1.022
18 H 0.0387 -1.2859 0.2818  N7 1.022
19 H 0.6186 0.2733 0.1415  N7 1.018
20 H 0.6746 2.6123 0.2352  O22 0.972
21 H 1.8454 2.5606 1.2588  O22 0.966
22 O 1.1094 2.0494 0.8978  H20 0.972, H21 0.966
23 H 1.2314 3.7418 -2.1968  O25 0.959
24 H -0.1160 3.1471 -1.7262  O25 0.981
25 O 0.7440 3.4959 -1.4080  H23 0.959, H24 0.981
26 H -1.0761 -2.9636 -2.0980  O28 0.972
27 H 0.0955 -2.0482 -2.0119  O28 0.969
28 O -0.5542 -2.4792 -1.4366  H26 0.972, H27 0.969
29 H -0.3139 -3.8198 0.6089  O31 0.974
30 H 1.1607 -3.8405 0.4562  O31 0.972
31 O 0.4813 -3.4439 1.0273  H29 0.974, H30 0.972
32 H -1.4954 3.7908 -3.5316  O34 0.961
33 H -1.8220 2.1863 -3.5762  O34 0.968
34 O -1.2017 2.9061 -3.7630  H32 0.961, H33 0.968
35 H 3.1178 0.5210 -2.2308  O37 0.961
36 H 1.9679 1.5188 -1.8975  O37 0.960
37 O 2.1880 0.5897 -1.9969  H35 0.961, H36 0.960
38 H 1.7433 -0.7454 -3.1729  O40 0.968
39 H 1.1029 -0.9185 -4.6451  O40 0.967
40 O 1.2515 -1.3200 -3.7776  H38 0.968, H39 0.967

These are the Mulliken partial charges, in e, on atoms 1 to 8: -0.48, -0.24, 0.35, 0.54, -1.55, -1.50, -0.02, 0.39

# 5
Molecular formula: C5H27N2O9
Method: DFT, ωB97M-V/def2-TZVPD

## Properties
LUMO = -0.0874 Ha
Total charge = +1
Highest occupied orbital energy = -12.17 eV
Multiplicity = 1
ΔE to the lowest compared entry with this formula, charge and spin = 141.3 kJ/mol

Last columns: bonded neighbours and bond lengths (Å).
Atoms and positions in Å:
1 C 0.2215 2.3090 -3.4357  C2 1.586, H8 1.150, H9 1.082, H10 1.085
2 C 1.3360 1.2511 -3.0422  C1 1.586, C3 1.467, H11 1.118, H12 1.099
3 C 1.0290 0.9756 -1.6344  C2 1.467, C4 1.370, N7 1.363
4 C 0.2791 -0.1168 -1.2878  C3 1.370, N5 1.367, H13 1.102
5 N 0.3143 -0.2581 0.0715  C4 1.367, C6 1.354, H14 1.018
6 C 1.0933 0.7211 0.5895  N5 1.354, N7 1.342, H15 1.107
7 N 1.4231 1.5103 -0.4444  C3 1.363, C6 1.342, H16 1.020
8 H 0.8777 3.0551 -4.0142  C1 1.150
9 H -0.1211 2.9388 -2.6258  C1 1.082
10 H -0.6505 1.8000 -3.8316  C1 1.085
11 H 2.3558 1.6147 -3.3199  C2 1.118
12 H 1.2997 0.4846 -3.8289  C2 1.099
13 H -0.1131 -0.7598 -2.0922  C4 1.102
14 H -0.2344 -0.9006 0.6400  N5 1.018
15 H 1.5425 1.0782 1.5357  C6 1.107
16 H 1.8396 2.4412 -0.4586  N7 1.020
17 H -3.5308 -2.3910 0.0800  O19 0.982
18 H -4.2080 -3.2476 1.2632  O19 0.991
19 O -3.7920 -2.3802 1.0265  H17 0.982, H18 0.991
20 H -0.9169 -1.3989 3.1042  O22 1.014
21 H 0.2692 -2.1120 4.0030  O22 0.939
22 O -0.0371 -1.3198 3.6029  H20 1.014, H21 0.939
23 H -0.6691 1.0612 3.4741  O25 0.962
24 H -0.3137 2.2653 4.2049  O25 0.971
25 O -1.0499 1.9224 3.6721  H23 0.962, H24 0.971
26 H 1.9808 -3.0942 1.3608  O28 0.950
27 H 1.0370 -2.2398 2.0964  O28 0.983
28 O 1.5948 -2.2296 1.2871  H26 0.950, H27 0.983
29 H 4.0445 -0.1532 2.5759  O31 0.952
30 H 2.6914 -0.8288 2.5351  O31 0.968
31 O 3.1129 0.0410 2.5885  H29 0.952, H30 0.968
32 H 4.5902 2.4470 0.0659  O34 0.950
33 H 4.4342 1.3177 -0.9246  O34 0.956
34 O 3.9978 2.1004 -0.5909  H32 0.950, H33 0.956
35 H -3.6792 0.6718 -1.7373  O37 0.986
36 H -2.8927 1.0892 -2.9116  O37 0.945
37 O -2.9919 0.3308 -2.3559  H35 0.986, H36 0.945
38 H -2.4282 -1.8468 1.3201  O40 1.036
39 H -1.9713 -0.4287 1.6276  O40 0.964
40 O -1.5927 -1.3152 1.6251  H38 1.036, H39 0.964
41 H -3.4814 -1.3616 -2.0040  O43 0.967
42 H -3.0969 -2.8030 -2.1925  O43 0.945
43 O -3.5935 -2.2409 -1.6173  H41 0.967, H42 0.945

These are the Mulliken partial charges, in e, on atoms 1 to 8: -0.97, -0.60, 0.07, -0.60, 0.23, -0.33, 0.14, 0.34

# 6
Molecular formula: C5H28N2O7
Method: DFT, ωB97M-V/def2-TZVPD

## Properties
LUMO = 0.0078 Ha
SMILES string = CCCNCCN.O.O.O.O.O.O.O
Highest occupied orbital energy = -8.54 eV
Multiplicity = 1
ΔE to the lowest compared entry with this formula, charge and spin = 408.7 kJ/mol

Last columns: bonded neighbours and bond lengths (Å).
Atoms and positions in Å:
1 N 0.6848 -1.8298 2.4545  C2 1.544, H8 1.058, H9 1.073
2 C -0.1827 -0.5760 2.2080  N1 1.544, C3 1.499, H10 1.085, H11 1.142
3 C -0.5203 -0.6101 0.7478  C2 1.499, N4 1.525, H12 1.129, H13 1.112
4 N 0.1998 0.2004 -0.3252  C3 1.525, C5 1.474, H14 1.009
5 C 1.5352 -0.3393 -0.6388  N4 1.474, C6 1.547, H15 1.051, H16 1.096
6 C 2.5487 0.7162 -1.1418  C5 1.547, C7 1.598, H17 1.066, H18 1.080
7 C 1.8362 1.9051 -1.9376  C6 1.598, H19 1.021, H20 1.153, H21 1.050
8 H 0.9983 -1.7708 3.4630  N1 1.058
9 H 0.0446 -2.6548 2.2073  N1 1.073
10 H 0.2046 0.3352 2.6522  C2 1.085
11 H -1.1289 -0.7082 2.8328  C2 1.142
12 H -1.5595 -0.3111 0.4242  C3 1.129
13 H -0.3937 -1.6175 0.2946  C3 1.112
14 H 0.1770 1.1854 -0.1067  N4 1.009
15 H 1.9321 -0.6997 0.2654  C5 1.051
16 H 1.4810 -1.1804 -1.3396  C5 1.096
17 H 2.9261 1.1908 -0.2654  C6 1.066
18 H 3.3931 0.2113 -1.5877  C6 1.080
19 H 2.4034 2.2345 -2.7203  C7 1.021
20 H 0.7638 1.5674 -2.1951  C7 1.153
21 H 1.7724 2.5441 -1.1074  C7 1.050
22 H 1.8036 1.8094 1.8728  O24 0.960
23 H 2.4933 0.5383 2.6646  O24 0.933
24 O 2.2150 1.4291 2.6528  H22 0.960, H23 0.933
25 H -2.7939 3.0984 0.7848  O27 0.951
26 H -2.1191 1.8418 1.2356  O27 0.867
27 O -1.9909 2.6856 1.0824  H25 0.951, H26 0.867
28 H -2.1058 -3.8477 -0.8909  O30 0.938
29 H -0.8180 -3.1194 -0.9570  O30 0.964
30 O -1.7114 -3.0471 -0.6032  H28 0.938, H29 0.964
31 H -0.9584 1.0608 -2.5960  O33 0.953
32 H -1.2550 0.1297 -3.5378  O33 0.991
33 O -1.1666 1.1162 -3.5244  H31 0.953, H32 0.991
34 H -2.5462 2.7876 -1.0809  O36 1.049
35 H -2.6284 1.6794 -2.3205  O36 0.950
36 O -2.7939 1.8183 -1.3958  H34 1.049, H35 0.950
37 H 3.3670 -2.5191 -1.4517  O39 0.945
38 H 2.2261 -3.1203 -0.3690  O39 0.917
39 O 2.6620 -3.0847 -1.1747  H37 0.945, H38 0.917
40 H -3.5849 -0.7928 2.4599  O42 1.026
41 H -3.8691 -0.3188 1.0705  O42 0.965
42 O -3.5415 0.0626 1.8943  H40 1.026, H41 0.965

These are the Mulliken partial charges, in e, on atoms 1 to 8: -0.61, -0.57, -0.20, -0.03, -0.62, -0.73, -1.08, 0.24

| no. | strongest force on any atom (eV/A) |
| --- | --- |
| 1 | 3.798 |
| 2 | 9.535 |
| 3 | 7.079 |
| 4 | 2.496 |
| 5 | 3.443 |
| 6 | 7.380 |